1.
Formula: C16H42BrN6O5P2S
Source: OMol25
Level of theory: ωB97M-V with the def2-TZVPD basis set

Each line ends with the Mulliken charge.
Geometry (Å):
C: 0.31 0.96 -3.54  -0.457
C: -0.52 2.20 -4.23  0.583
O: -0.03 2.65 -5.42  -0.479
O: -1.72 2.84 -3.68  -0.266
C: -2.87 2.04 -4.15  0.654
O: -2.85 1.48 -5.38  -0.485
C: -4.16 1.92 -3.15  -0.472
S: -5.56 0.83 -3.81  0.062
Br: -4.66 -1.26 -3.71  0.228
H: 0.19 0.02 -4.25  0.317
H: -0.07 0.71 -2.46  0.033
H: 1.45 1.24 -3.54  0.216
H: -4.63 2.96 -2.84  0.455
H: -3.81 1.40 -2.14  0.209
H: -5.80 1.04 -5.18  0.339
O: 3.23 1.98 -1.73  -0.814
P: 4.15 1.53 -0.57  0.779
N: 2.86 1.59 0.56  0.311
C: 2.14 2.82 0.85  -1.085
C: 1.88 0.52 0.33  -1.085
N: 5.09 2.94 -0.55  0.269
C: 5.14 3.93 0.51  -1.068
C: 5.36 3.60 -1.83  -0.957
N: 5.21 1.02 0.77  0.051
C: 6.17 0.02 0.28  -1.072
C: 4.76 0.64 2.11  -0.954
H: 1.32 2.64 1.55  0.336
H: 1.73 3.29 -0.05  0.283
H: 2.79 3.54 1.36  0.284
H: 2.38 -0.44 0.16  0.424
H: 1.24 0.73 -0.54  0.069
H: 1.23 0.38 1.20  0.348
H: 4.34 4.68 0.40  0.369
H: 6.09 4.47 0.51  0.396
H: 5.05 3.49 1.51  0.248
H: 4.52 4.22 -2.14  0.280
H: 5.55 2.85 -2.61  0.291
H: 6.26 4.22 -1.78  0.344
H: 5.67 -0.94 0.10  0.347
H: 6.98 -0.13 1.00  0.372
H: 6.62 0.35 -0.65  0.328
H: 4.13 -0.26 2.09  0.304
H: 4.23 1.45 2.60  0.282
H: 5.62 0.42 2.75  0.393
O: -1.54 -1.62 0.35  -0.870
P: -2.11 -2.58 1.43  0.663
N: -3.42 -3.04 0.42  0.317
C: -4.40 -2.07 -0.06  -0.859
C: -2.98 -3.86 -0.72  -1.168
N: -2.53 -1.36 2.53  0.305
C: -3.88 -0.98 2.92  -1.026
C: -1.66 -0.19 2.60  -0.980
N: -2.77 -3.68 2.66  0.041
C: -1.67 -4.35 3.36  -1.079
C: -3.86 -4.63 2.46  -0.952
H: -5.12 -2.55 -0.73  0.425
H: -3.94 -1.23 -0.58  0.034
H: -5.01 -1.69 0.77  0.240
H: -2.28 -4.63 -0.39  0.385
H: -2.48 -3.25 -1.49  0.257
H: -3.83 -4.38 -1.18  0.338
H: -4.31 -0.25 2.22  0.345
H: -3.88 -0.52 3.91  0.365
H: -4.55 -1.84 2.99  0.271
H: -1.88 0.52 1.80  0.226
H: -0.60 -0.48 2.52  0.188
H: -1.76 0.33 3.56  0.469
H: -1.20 -5.11 2.72  0.354
H: -2.01 -4.83 4.29  0.374
H: -0.90 -3.63 3.65  0.337
H: -3.60 -5.40 1.73  0.317
H: -4.78 -4.13 2.16  0.280
H: -4.11 -5.14 3.40  0.393

Calculated values
* frontier orbital gap: 3.130 eV
* net charge: +1
* LUMO level: -0.2404 Ha
* HOMO level: -9.67 eV

2.
Formula: C4H4ClN
Source: OMol25
Level of theory: ωB97M-V with the def2-TZVPD basis set

Each line ends with the Mulliken charge.
Geometry (Å):
C: -0.85 0.73 -0.39  -0.580
C: 2.02 -0.62 0.55  -0.021
C: 2.51 -1.00 -0.70  -0.034
C: -0.36 -0.51 -0.07  -0.203
N: 0.74 -0.72 0.66  -0.325
Cl: 1.94 -0.42 -2.10  -0.009
H: -1.75 0.61 -0.98  0.269
H: 2.60 -0.80 1.52  0.288
H: -0.91 -1.30 -0.40  0.408
H: -0.21 1.69 -0.11  0.207

Calculated values
* relative energy (zero: lowest compared OMol25 entry of this formula, charge and spin): 536.9 kJ/mol
* frontier orbital gap (spin up / spin down): 7.122 / 6.994 eV
* LUMO level (spin up / spin down): -0.0416 / -0.0429 Ha
* HOMO level (spin up / spin down): -8.25 / -8.16 eV

3.
Formula: C12H45N7O11
Source: OMol25
Level of theory: ωB97M-V with the def2-TZVPD basis set

Each line ends with the Mulliken charge.
Geometry (Å):
C: -30.58 -16.70 35.01  -1.726
C: -30.78 -18.25 34.90  1.359
C: -29.64 -18.96 35.69  -1.875
C: -32.09 -18.64 35.61  -1.029
C: -33.35 -18.41 34.60  -0.734
C: -33.14 -19.08 33.29  -1.062
C: -31.82 -18.67 32.62  1.102
C: -31.54 -19.70 31.49  -1.843
C: -32.08 -17.25 31.85  -1.361
N: -30.66 -18.70 33.50  0.227
O: -29.42 -18.54 33.00  -0.404
H: -31.27 -16.06 34.48  0.294
H: -30.23 -16.38 36.00  0.442
H: -29.71 -16.51 34.37  0.411
H: -29.74 -18.86 36.77  0.411
H: -29.78 -20.04 35.56  0.466
H: -28.66 -18.72 35.28  0.383
H: -32.00 -19.69 35.88  0.404
H: -32.33 -17.95 36.42  0.348
H: -34.18 -18.82 35.18  0.416
H: -33.57 -17.37 34.37  0.325
H: -34.01 -18.99 32.63  0.445
H: -33.02 -20.14 33.49  0.373
H: -30.60 -19.40 31.02  0.416
H: -32.20 -19.71 30.62  0.393
H: -31.44 -20.71 31.88  0.420
H: -33.13 -17.14 31.58  0.323
H: -31.40 -16.94 31.05  0.377
H: -31.91 -16.49 32.62  0.320
H: -29.46 -17.62 32.73  0.377
N: -18.31 -21.24 25.80  -0.357
C: -19.45 -21.84 26.02  0.638
N: -19.33 -23.17 25.88  -0.444
O: -20.53 -21.25 26.30  -0.665
H: -17.51 -21.78 25.50  0.151
H: -18.18 -20.24 25.90  0.216
H: -18.34 -23.33 25.97  0.212
H: -19.98 -23.57 26.54  0.250
N: -22.24 -21.54 17.21  -0.389
C: -22.99 -21.89 18.18  0.681
N: -23.23 -23.18 18.15  -0.405
O: -23.27 -21.19 19.14  -0.669
H: -21.99 -22.28 16.57  0.175
H: -21.82 -20.64 17.37  0.239
H: -23.17 -23.65 17.26  0.163
H: -23.48 -23.69 18.99  0.205
N: -25.80 -23.23 25.22  -0.404
C: -26.37 -23.57 26.34  0.700
N: -25.72 -23.10 27.38  -0.358
O: -27.26 -24.40 26.26  -0.695
H: -26.17 -23.77 24.45  0.207
H: -24.98 -22.66 25.05  0.167
H: -24.92 -22.53 27.18  0.173
H: -26.07 -23.27 28.31  0.210
O: -25.36 -27.08 31.32  -0.641
H: -25.36 -26.78 30.41  0.317
H: -25.50 -26.28 31.83  0.321
O: -28.12 -24.92 20.72  -0.644
H: -28.02 -24.23 20.06  0.321
H: -28.79 -24.58 21.31  0.323
O: -32.12 -24.21 23.74  -0.643
H: -32.70 -24.90 23.41  0.322
H: -31.38 -24.69 24.12  0.320
O: -21.89 -17.12 23.41  -0.638
H: -21.41 -17.06 24.24  0.317
H: -21.86 -18.06 23.19  0.321
O: -30.30 -27.52 30.89  -0.638
H: -29.35 -27.49 30.91  0.320
H: -30.56 -26.68 30.52  0.320
O: -30.70 -29.16 25.21  -0.638
H: -29.94 -28.86 25.72  0.322
H: -30.37 -29.92 24.73  0.317
O: -26.49 -23.05 33.08  -0.631
H: -25.71 -23.06 33.64  0.321
H: -26.72 -22.12 33.01  0.313

Calculated values
* frontier orbital gap: 8.392 eV
* SMILES: CC1(C)CCCC(C)(C)N1O.NC(N)=O.NC(N)=O.NC(N)=O.O.O.O.O.O.O.O
* LUMO level: 0.0083 Ha
* HOMO level: -8.17 eV

4.
Formula: C8H16O4
Source: OMol25
Level of theory: ωB97M-V with the def2-TZVPD basis set

Each line ends with the Mulliken charge.
Geometry (Å):
C: 1.11 -0.45 4.17  -0.856
C: 1.62 0.63 5.21  -0.351
C: 1.32 1.99 4.71  0.516
O: 0.39 2.62 5.19  -0.594
O: 2.01 2.38 3.61  -0.312
C: 1.68 3.62 2.90  -0.619
H: 0.62 0.03 3.30  0.307
H: 0.37 -1.11 4.65  0.158
H: 1.95 -1.06 3.81  0.344
H: 1.29 0.43 6.24  0.322
H: 2.72 0.55 5.19  0.289
H: 0.82 3.44 2.23  0.266
H: 2.57 3.84 2.29  0.244
H: 1.46 4.51 3.52  0.292
C: -3.15 0.46 3.39  -1.100
C: -2.79 -0.89 4.05  -0.001
C: -2.34 -1.86 3.06  0.516
O: -2.49 -1.78 1.86  -0.593
O: -1.50 -2.70 3.66  -0.265
C: -1.00 -3.82 2.96  -0.726
H: -3.30 1.21 4.19  0.368
H: -4.08 0.39 2.80  0.303
H: -2.34 0.80 2.73  0.239
H: -1.82 -0.74 4.56  0.057
H: -3.49 -1.34 4.78  0.330
H: -0.61 -3.61 1.95  0.317
H: -1.87 -4.50 2.87  0.319
H: -0.21 -4.34 3.54  0.232

Calculated values
* relative energy (zero: lowest compared OMol25 entry of this formula, charge and spin): 98.0 kJ/mol
* frontier orbital gap: 10.911 eV
* SMILES: CCC(=O)OC.CCC(=O)OC
* LUMO level: 0.0288 Ha
* HOMO level: -10.13 eV

5.
Formula: C15H20N5O3PtS2
Source: OMol25
Level of theory: ωB97M-V with the def2-TZVPD basis set

Each line ends with the Mulliken charge.
Geometry (Å):
Pt: -0.08 0.27 -0.33  0.694
N: 2.13 2.51 -1.01  -0.038
C: 2.69 1.29 -0.72  0.700
C: 4.05 1.12 -1.00  -0.689
C: 4.68 -0.02 -0.60  -0.392
C: 3.95 -0.99 0.10  -0.842
C: 2.62 -0.78 0.29  -0.336
N: 1.97 0.34 -0.13  -0.070
C: 0.86 3.04 -0.83  0.808
C: 0.76 4.43 -1.04  -0.738
C: -0.46 5.05 -0.92  -0.403
C: -1.56 4.27 -0.58  -1.107
C: -1.39 2.93 -0.37  0.087
N: -0.19 2.30 -0.49  0.023
H: 2.78 3.17 -1.39  0.167
H: 4.59 1.91 -1.52  0.380
H: 5.74 -0.17 -0.80  0.448
H: 4.41 -1.89 0.47  0.438
H: 1.99 -1.51 0.79  0.592
H: 1.65 4.99 -1.30  0.337
H: -0.55 6.11 -1.09  0.434
H: -2.55 4.70 -0.48  0.435
H: -2.21 2.30 -0.09  0.377
C: -2.36 0.29 2.64  -0.896
N: -2.67 -0.97 2.01  0.121
C: -2.89 -2.20 2.77  -0.555
C: -3.18 -3.25 1.68  -0.602
N: -2.94 -2.49 0.46  -0.010
C: -2.65 -1.23 0.70  0.341
S: -2.37 -0.08 -0.58  -0.476
H: -2.97 0.39 3.54  0.339
H: -2.60 1.10 1.95  0.299
H: -1.30 0.35 2.90  0.292
H: -3.72 -2.07 3.47  0.344
H: -1.99 -2.44 3.35  0.328
H: -4.20 -3.61 1.71  0.344
H: -2.50 -4.10 1.73  0.297
H: -2.80 -2.88 -0.47  0.329
C: 1.43 -3.24 -2.02  -1.043
S: -0.08 -2.36 -1.74  1.297
O: -0.12 -1.28 -2.69  -0.629
O: -1.16 -3.32 -1.76  -0.726
O: 0.06 -1.76 -0.32  -0.720
H: 1.23 -3.95 -2.82  0.438
H: 1.72 -3.77 -1.12  0.294
H: 2.18 -2.52 -2.32  0.289

Calculated values
* relative energy (zero: lowest compared OMol25 entry of this formula, charge and spin): 31.4 kJ/mol
* frontier orbital gap: 8.429 eV
* net charge: +1
* LUMO level: -0.1064 Ha
* HOMO level: -11.32 eV

6.
Formula: C38H52CdI2N6SSi
Source: OMol25
Level of theory: ωB97M-V with the def2-TZVPD basis set

Each line ends with the Mulliken charge.
Geometry (Å):
Cd: 11.37 13.94 12.82  0.490
C: 14.69 15.24 12.17  -0.670
N: 13.90 14.30 11.33  0.873
C: 14.64 13.04 11.19  -1.025
C: 13.29 14.85 10.20  -0.067
C: 13.80 14.72 8.88  -0.194
C: 13.13 15.26 7.79  -0.959
C: 11.86 15.90 8.00  -1.156
C: 11.33 16.00 9.28  -0.181
C: 12.07 15.56 10.41  -0.095
N: 11.62 15.77 11.69  1.784
C: 11.12 16.96 12.16  -1.112
C: 10.92 18.10 11.35  -0.819
C: 10.07 19.12 11.80  -0.725
C: 9.57 19.14 13.12  -0.972
C: 9.90 18.08 14.00  -0.337
C: 10.68 17.03 13.56  -0.027
N: 11.11 15.98 14.44  1.338
C: 10.18 15.72 15.55  -1.209
C: 12.45 16.22 14.98  -1.081
H: 15.62 15.57 11.70  0.368
H: 14.05 16.11 12.31  0.109
H: 14.90 14.79 13.17  -0.072
H: 15.59 13.17 10.73  0.329
H: 14.74 12.61 12.19  0.187
H: 14.03 12.36 10.60  0.290
H: 14.73 14.16 8.70  0.321
H: 13.61 15.27 6.82  0.421
H: 11.31 16.29 7.15  0.448
H: 10.35 16.45 9.49  0.613
H: 11.46 18.16 10.41  0.661
H: 9.76 19.86 11.09  0.431
H: 8.95 19.96 13.46  0.403
H: 9.67 18.11 15.06  0.365
H: 10.32 16.49 16.32  0.371
H: 9.15 15.73 15.16  0.279
H: 10.37 14.73 15.94  0.289
H: 12.55 17.19 15.48  0.259
H: 12.79 15.44 15.66  0.276
H: 13.18 16.20 14.19  0.136
C: 10.50 12.11 13.68  -1.434
Si: 8.76 11.48 13.45  0.527
C: 7.41 12.64 12.77  -1.168
N: 7.85 13.88 12.13  0.825
C: 8.15 13.78 10.71  1.069
C: 6.98 14.16 9.77  -0.653
C: 6.63 15.66 9.95  -0.911
C: 7.06 16.12 11.35  0.115
C: 6.95 15.02 12.42  -1.036
C: 8.07 10.90 15.13  0.460
C: 8.64 9.73 15.69  -0.291
C: 8.10 9.14 16.84  -0.672
C: 7.01 9.78 17.48  -0.484
C: 6.50 10.97 16.97  -0.680
C: 7.05 11.53 15.84  -0.495
C: 8.75 9.94 12.38  0.769
C: 7.61 9.10 12.39  -0.353
C: 7.59 7.89 11.72  -0.779
C: 8.74 7.44 11.03  -0.655
C: 9.90 8.23 11.06  -0.566
C: 9.90 9.49 11.73  -0.606
H: 11.25 11.34 13.47  0.737
H: 10.64 12.32 14.76  0.640
H: 6.80 12.95 13.61  0.685
H: 6.73 12.04 12.09  0.215
H: 8.59 12.75 10.51  -1.052
H: 8.94 14.50 10.53  -0.320
H: 6.13 13.51 10.09  0.249
H: 7.20 13.90 8.73  0.360
H: 5.54 15.79 9.79  0.363
H: 7.16 16.26 9.20  0.346
H: 6.46 16.99 11.69  0.514
H: 8.12 16.49 11.37  -0.509
H: 5.90 14.74 12.44  0.388
H: 7.23 15.42 13.40  0.341
H: 9.52 9.28 15.23  0.310
H: 8.53 8.22 17.27  0.365
H: 6.58 9.33 18.35  0.401
H: 5.67 11.48 17.44  0.418
H: 6.70 12.51 15.49  0.224
H: 6.73 9.38 12.96  0.391
H: 6.69 7.33 11.72  0.448
H: 8.75 6.49 10.52  0.422
H: 10.79 7.90 10.57  0.457
H: 10.78 10.14 11.68  0.324
I: 13.78 12.49 15.23  0.138
I: 16.03 14.09 16.23  -0.097
C: 7.69 10.59 7.76  -1.312
N: 8.75 10.52 8.74  0.366
C: 10.03 10.91 8.48  -0.021
S: 10.94 11.75 9.60  -0.104
N: 10.55 10.69 7.22  -0.187
C: 10.36 9.52 6.42  -1.016
H: 6.79 10.98 8.21  0.359
H: 7.54 9.61 7.35  0.375
H: 7.97 11.22 6.94  0.422
H: 8.53 10.45 9.74  -0.185
H: 11.45 11.16 7.19  0.271
H: 9.82 8.75 6.99  0.298
H: 11.29 9.08 6.09  0.350
H: 9.78 9.80 5.54  0.305

Calculated values
* frontier orbital gap: 3.506 eV
* LUMO level: -0.1074 Ha
* HOMO level: -6.43 eV